No. 1
ORCA calculation (ωB97M-V with the def2-TZVPD basis set) on a cluster of 2 separate species, C4H7NO2 in total in a non-equilibrium geometry.

Results
Energy relative to the best compared isomer or geometry (same formula, charge and spin): 159.7 kcal/mol
Gap between HOMO and LUMO (alpha / beta): 7.79 / 7.80 eV
HOMO (alpha / beta): -0.290 / -0.290 hartree
Charge: 0
LUMO level (alpha / beta): -0.004 / -0.003 Eh
DFT total energy: -9840.354 eV

Last column: Mulliken charge in e.
Cartesian coordinates (Å):
O -0.810 1.527 1.367  -0.4938
C -0.641 0.147 1.308  -0.5119
C 0.335 -0.225 0.192  0.4529
C 0.502 0.692 -1.077  -0.8431
N 1.490 0.646 -0.050  -0.4634
C 0.351 -1.466 -0.390  0.6675
O 0.394 -2.556 -0.781  -0.3354
H 0.056 1.932 1.206  0.3382
H -0.257 -0.264 2.256  0.2657
H -1.621 -0.299 1.107  0.2947
H -1.357 0.146 -1.448  -0.0116
H 0.791 0.102 -1.976  0.3286
H 2.379 0.188 -0.250  0.2575
H -1.611 -0.570 -1.465  0.0542

Forces on atoms 1 to 2 (eV/Å):
0.173 0.116 0.099
-0.042 -0.318 0.005

No. 2
ORCA calculation (ωB97M-V with the def2-TZVPD basis set) on an isolated molecule of C24H26N2O4S in a non-equilibrium geometry.

Results
Energy relative to the best compared isomer or geometry (same formula, charge and spin): 41.1 kcal/mol
Gap between HOMO and LUMO: 8.70 eV
HOMO: -0.299 hartree
Charge: 0
SMILES: Cc1ccc(S(=O)(=O)Cc2ccc(C(=O)N3CCN(Cc4ccccc4)CC3)o2)cc1
LUMO level: 0.020 Eh
DFT total energy: -47314.844 eV

Last column: Mulliken charge in e.
Cartesian coordinates (Å):
C -5.495 -3.055 -1.738  -1.4778
C -5.020 -1.675 -1.408  0.9303
C -3.683 -1.337 -1.592  -0.7714
C -3.229 -0.067 -1.288  -0.4111
C -4.118 0.867 -0.792  0.2238
S -3.521 2.468 -0.253  1.2631
O -4.465 3.494 -0.602  -0.7132
O -2.158 2.632 -0.679  -0.6017
C -3.526 2.282 1.598  -0.9977
C -3.036 0.918 1.839  0.2915
C -3.657 -0.239 2.227  -0.5609
C -2.709 -1.269 2.065  -0.9644
C -1.574 -0.679 1.566  0.8708
C -0.310 -1.370 1.246  0.4260
O -0.152 -2.512 1.663  -0.7184
N 0.619 -0.762 0.475  0.0464
C 0.614 0.568 -0.093  0.4636
C 1.697 1.412 0.603  -1.3928
N 3.016 0.825 0.512  0.1835
C 3.673 0.989 -0.774  -0.6050
C 5.146 0.696 -0.653  0.2763
C 5.797 -0.117 -1.569  -0.3408
C 7.153 -0.366 -1.449  -0.6179
C 7.871 0.191 -0.405  -0.3650
C 7.226 1.000 0.518  -0.6028
C 5.873 1.252 0.393  -0.2325
C 2.992 -0.544 0.989  -0.9074
C 1.910 -1.404 0.315  -0.9881
O -1.776 0.653 1.443  -0.2358
C -5.452 0.561 -0.616  -0.7228
C -5.901 -0.710 -0.929  -0.7449
H -5.502 -3.199 -2.818  0.3197
H -6.501 -3.225 -1.363  0.3650
H -4.827 -3.799 -1.309  0.3570
H -2.993 -2.077 -1.969  0.4365
H -2.197 0.215 -1.427  0.6230
H -4.539 2.435 1.950  0.4303
H -2.854 3.052 1.968  0.4802
H -4.659 -0.336 2.591  0.5751
H -2.829 -2.311 2.275  0.5921
H -0.351 1.059 -0.002  -0.1836
H 0.854 0.480 -1.159  0.1878
H 1.713 2.415 0.173  0.3294
H 1.445 1.494 1.665  0.4678
H 3.242 0.362 -1.572  0.2757
H 3.546 2.036 -1.072  0.4532
H 5.241 -0.557 -2.386  0.3448
H 7.649 -0.999 -2.170  0.3787
H 8.928 -0.006 -0.309  0.3769
H 7.783 1.435 1.335  0.3775
H 5.360 1.876 1.109  0.3867
H 3.975 -0.990 0.831  0.4483
H 2.793 -0.515 2.065  0.3579
H 1.860 -2.390 0.778  0.5167
H 2.123 -1.519 -0.753  0.3019
H -6.123 1.321 -0.246  0.4332
H -6.943 -0.959 -0.794  0.3648

Forces on atoms 1 to 2 (eV/Å):
0.000 -0.011 -0.050
0.070 0.063 0.025

No. 3
ORCA calculation (ωB97M-V with the def2-TZVPD basis set) on a structure of composition C39H41N3O2PSSb2Ta.

Results
Energy relative to the best compared isomer or geometry (same formula, charge and spin): 6.6 kcal/mol
Gap between HOMO and LUMO: 6.24 eV
HOMO: -0.472 hartree
Charge: +2
LUMO level: -0.243 Eh
DFT total energy: -84413.027 eV

Last column: Mulliken charge in e.
Cartesian coordinates (Å):
Ta 0.279 0.632 -0.233  -0.5843
N 1.606 0.805 4.129  -0.3782
C 1.088 0.521 2.912  0.7060
S 2.011 1.159 1.548  -0.3828
N -0.027 -0.125 2.853  -1.5001
N -0.435 -0.473 1.562  1.1519
C -1.204 -1.509 1.547  -1.0464
C -1.673 -2.244 0.391  1.8430
C -2.516 -3.341 0.624  -1.0093
C -2.982 -4.115 -0.416  -1.0267
C -2.597 -3.802 -1.720  -0.7214
C -1.766 -2.726 -1.978  -1.0548
C -1.304 -1.946 -0.928  0.8093
O -0.542 -0.865 -1.177  -0.0708
H 2.548 1.147 4.195  0.2168
H 1.218 0.326 4.926  0.2789
H -1.470 -1.902 2.526  0.5654
H -2.798 -3.570 1.645  0.4940
H -3.634 -4.956 -0.224  0.4628
H -2.951 -4.406 -2.545  0.4945
H -1.457 -2.485 -2.986  0.4363
C -0.575 3.319 3.134  -1.3872
Sb -0.321 3.265 1.037  0.9584
C 1.354 4.521 0.682  -1.2803
C -1.844 4.674 0.468  -1.4708
C -3.224 4.201 0.800  0.7377
C -3.754 4.467 2.064  -0.5644
C -5.025 4.050 2.416  -0.7735
C -5.801 3.364 1.491  -0.7645
C -5.290 3.105 0.231  -0.5290
C -4.004 3.508 -0.130  0.6009
C -3.488 3.173 -1.502  -1.5915
Sb -2.387 1.333 -1.410  1.0786
C -2.203 0.818 -3.464  -1.0293
C -3.984 0.092 -0.763  -1.2081
H -0.758 4.350 3.428  0.5170
H 0.317 2.945 3.627  0.4276
H -1.432 2.701 3.393  0.4048
H 1.222 5.453 1.228  0.4391
H 1.404 4.732 -0.385  0.3769
H 2.263 4.024 1.008  0.3928
H -1.693 4.910 -0.583  0.5292
H -1.579 5.558 1.051  0.7682
H -3.161 5.037 2.770  0.3866
H -5.418 4.278 3.398  0.4399
H -6.805 3.052 1.743  0.4412
H -5.908 2.600 -0.502  0.4374
H -2.838 3.933 -1.931  0.6450
H -4.306 2.990 -2.198  0.7057
H -3.156 0.448 -3.838  0.4423
H -1.438 0.053 -3.568  0.0701
H -1.913 1.708 -4.019  0.4513
H -4.868 0.365 -1.337  0.5143
H -4.169 0.259 0.296  0.3669
H -3.741 -0.951 -0.943  0.3078
O 1.022 1.985 -1.776  -0.7150
C 1.848 1.104 -1.476  0.3200
C 3.153 0.691 -1.861  0.2750
C 4.009 1.369 -2.737  -0.5378
C 5.233 0.802 -3.022  -0.7550
C 5.580 -0.429 -2.460  -0.7224
C 4.723 -1.107 -1.602  -0.1400
C 3.502 -0.539 -1.274  -0.1262
P 2.178 -1.358 -0.291  2.1206
C 2.922 -1.982 1.234  0.5910
C 2.102 -2.747 2.067  -0.5493
C 2.578 -3.217 3.281  -0.8785
C 3.874 -2.914 3.678  -0.8051
C 4.687 -2.138 2.864  -0.7790
C 4.213 -1.668 1.647  -0.8865
C 1.837 -2.789 -1.364  0.7172
C 1.615 -2.522 -2.719  -0.5309
C 1.330 -3.551 -3.597  -0.7140
C 1.246 -4.858 -3.129  -0.6339
C 1.461 -5.128 -1.787  -0.7806
C 1.764 -4.099 -0.903  -0.5128
H 3.709 2.312 -3.174  0.5976
H 5.920 1.301 -3.691  0.4580
H 6.536 -0.871 -2.710  0.4847
H 5.002 -2.077 -1.209  0.6171
H 1.091 -2.991 1.761  0.3747
H 1.943 -3.820 3.915  0.4689
H 4.251 -3.284 4.623  0.4365
H 5.695 -1.899 3.175  0.4709
H 4.853 -1.045 1.036  0.4695
H 1.673 -1.506 -3.094  0.2755
H 1.179 -3.341 -4.648  0.4677
H 1.027 -5.665 -3.815  0.4411
H 1.410 -6.145 -1.424  0.5013
H 1.960 -4.334 0.134  0.4548

Forces on atoms 1 to 2 (eV/Å):
-0.242 -0.462 0.024
-0.014 -0.034 -0.059